16
Properties=species:S:1:pos:R:3 method="wB97M-V/def2-TZVPD" smiles=CC.CC e_lumo_ev=1.1 e_homo_ev=-11.262
C -1.164 1.768 0.470
C -1.924 0.713 -0.402
H -0.647 2.635 -0.021
H -1.912 2.413 0.966
H -0.663 1.334 1.311
H -1.564 0.830 -1.404
H -2.987 0.993 -0.415
H -1.831 -0.217 0.137
C 2.134 -1.533 0.400
C 1.003 -0.963 -0.517
H 1.807 -1.620 1.431
H 2.174 -2.612 0.191
H 3.034 -0.951 0.258
H 0.611 -1.796 -1.085
H 1.340 -0.193 -1.225
H 0.270 -0.494 0.142



16
Properties=species:S:1:pos:R:3 method="wB97M-V/def2-TZVPD" smiles=CC.CC e_lumo_ev=1.2 e_homo_ev=-11.458
C 0.254 1.013 1.448
C 0.132 -0.243 2.331
H -0.645 1.264 0.897
H 0.637 1.876 1.991
H 1.047 0.817 0.708
H 1.120 -0.551 2.649
H -0.312 -1.002 1.691
H -0.547 0.032 3.139
C -0.614 -0.911 -1.421
C 0.127 0.182 -2.258
H 0.224 -1.434 -0.951
H -1.406 -0.527 -0.793
H -0.957 -1.761 -2.016
H -0.003 1.166 -1.818
H -0.226 0.206 -3.280
H 1.170 -0.127 -2.316



16
Properties=species:S:1:pos:R:3 method="wB97M-V/def2-TZVPD" smiles=CC.CC e_lumo_ev=1.1 e_homo_ev=-11.646
C 2.306 0.932 -1.001
C 1.355 1.797 -0.185
H 3.187 1.472 -1.337
H 2.532 0.017 -0.466
H 1.839 0.577 -1.924
H 0.670 2.411 -0.769
H 1.939 2.529 0.385
H 0.766 1.188 0.503
C -2.111 -1.109 -0.048
C -1.479 -1.645 1.247
H -2.778 -1.849 -0.478
H -2.688 -0.216 0.190
H -1.456 -0.731 -0.840
H -1.188 -0.807 1.870
H -0.655 -2.332 1.090
H -2.238 -2.232 1.762



16
Properties=species:S:1:pos:R:3 method="wB97M-V/def2-TZVPD" smiles=CC.CC e_lumo_ev=1.1 e_homo_ev=-11.310
C -0.485 -1.189 1.446
C -2.006 -1.474 1.341
H -0.154 -2.255 1.395
H -0.108 -0.563 0.640
H -0.432 -0.689 2.436
H -2.406 -2.087 2.167
H -2.137 -2.005 0.405
H -2.830 -0.745 1.211
C 1.671 1.736 -0.871
C 0.896 0.932 -1.885
H 1.294 1.742 0.122
H 2.758 1.314 -0.893
H 1.970 2.752 -1.134
H 0.565 1.650 -2.636
H -0.129 0.733 -1.539
H 1.243 0.023 -2.327



16
Properties=species:S:1:pos:R:3 method="wB97M-V/def2-TZVPD" smiles=CC.CC e_lumo_ev=1.0 e_homo_ev=-11.438
C -0.987 -0.885 -2.444
C -1.984 0.269 -2.267
H -0.072 -0.884 -1.820
H -1.443 -1.810 -2.118
H -0.720 -0.882 -3.516
H -2.826 -0.102 -2.886
H -1.609 1.216 -2.640
H -2.523 0.556 -1.362
C 1.426 -0.389 2.614
C 1.529 1.026 2.078
H 1.510 -0.520 3.690
H 0.629 -1.060 2.322
H 2.362 -0.919 2.387
H 2.507 1.294 2.440
H 0.868 1.842 2.335
H 1.482 1.069 0.972



16
Properties=species:S:1:pos:R:3 method="wB97M-V/def2-TZVPD" smiles=CC.CC e_lumo_ev=1.2 e_homo_ev=-11.612
C -1.883 -0.699 -2.260
C -1.223 -0.342 -0.920
H -2.485 -1.604 -2.178
H -2.584 0.071 -2.571
H -1.217 -0.871 -3.104
H -1.806 -0.747 -0.100
H -1.192 0.742 -0.825
H -0.217 -0.740 -0.847
C 1.571 1.241 1.369
C 1.581 -0.191 1.842
H 0.591 1.570 1.020
H 1.871 1.946 2.140
H 2.166 1.394 0.471
H 2.591 -0.486 2.148
H 0.968 -0.375 2.729
H 1.267 -0.909 1.085



16
Properties=species:S:1:pos:R:3 method="wB97M-V/def2-TZVPD" smiles=CC.CC e_lumo_ev=1.1 e_homo_ev=-11.309
C -1.922 0.671 -0.857
C -2.589 -0.387 0.042
H -1.470 1.495 -0.329
H -1.206 0.085 -1.451
H -2.520 1.230 -1.594
H -2.240 -0.269 1.087
H -2.347 -1.388 -0.276
H -3.672 -0.360 -0.155
C 2.164 0.540 0.193
C 2.327 -0.849 0.757
H 2.735 1.354 0.754
H 2.669 0.662 -0.760
H 1.111 0.700 -0.090
H 2.026 -1.578 0.002
H 1.572 -0.788 1.599
H 3.362 -1.119 1.075



16
Properties=species:S:1:pos:R:3 method="wB97M-V/def2-TZVPD" smiles=CC.CC e_lumo_ev=1.1 e_homo_ev=-11.131
C 0.965 1.225 -0.538
C 1.995 2.288 -0.896
H 1.416 0.320 -0.112
H 0.190 1.442 0.200
H 0.456 0.829 -1.430
H 2.630 2.655 -0.069
H 1.440 3.220 -0.958
H 2.680 1.831 -1.612
C -0.704 -1.665 0.682
C -2.225 -1.746 0.707
H -0.288 -1.554 -0.317
H -0.318 -0.829 1.285
H -0.276 -2.580 1.080
H -2.662 -1.801 1.701
H -2.527 -2.639 0.155
H -2.773 -0.995 0.122



Record-wise E values, in Eh: -159.55111; -159.56870; -159.57653; -159.54168; -159.55620; -159.57976; -159.55557; -159.56273
Record-wise relative energy (zero: lowest compared OMol25 entry of this formula, charge and spin) values, in kJ/mol: 88.9; 42.7; 22.2; 113.7; 75.6; 13.7; 77.2; 58.4
Record-wise frontier orbital gap values, in eV: 12.41; 12.64; 12.75; 12.41; 12.43; 12.79; 12.40; 12.26